{"formula": "C23H26N4O6S", "method": "the ωB97M-V functional and the def2-TZVPD basis", "elements": ["C", "C", "O", "C", "C", "C", "C", "N", "C", "C", "O", "N", "C", "C", "C", "C", "C", "C", "C", "C", "S", "O", "O", "C", "C", "C", "N", "C", "O", "N", "C", "O", "C", "C", "H", "H", "H", "H", "H", "H", "H", "H", "H", "H", "H", "H", "H", "H", "H", "H", "H", "H", "H", "H", "H", "H", "H", "H", "H", "H"], "coordinates": [[-5.96, -3.74, 4.38], [-4.77, -2.96, 3.85], [-5.26, -1.99, 2.94], [-4.37, -1.15, 2.34], [-3.00, -1.16, 2.53], [-2.19, -0.26, 1.85], [-2.74, 0.68, 0.98], [-1.96, 1.63, 0.30], [-0.74, 2.14, 0.87], [0.49, 1.28, 0.58], [0.40, 0.10, 0.30], [1.66, 1.95, 0.68], [2.93, 1.53, 0.25], [3.23, 0.21, -0.03], [4.49, -0.13, -0.49], [5.48, 0.83, -0.67], [6.82, 0.46, -1.22], [6.77, 0.40, -2.75], [5.16, 2.16, -0.38], [3.91, 2.51, 0.07], [-2.06, 1.86, -1.35], [-1.67, 3.21, -1.60], [-3.36, 1.47, -1.80], [-0.86, 0.72, -2.06], [-1.12, -0.60, -2.22], [-2.41, -1.26, -1.88], [-0.14, -1.42, -2.70], [1.15, -1.03, -2.98], [1.99, -1.81, -3.36], [1.37, 0.31, -2.80], [0.48, 1.24, -2.27], [0.88, 2.34, -1.99], [-4.13, 0.70, 0.81], [-4.92, -0.21, 1.47], [-5.63, -4.51, 5.06], [-6.64, -3.07, 4.89], [-6.50, -4.20, 3.55], [-4.23, -2.48, 4.67], [-4.07, -3.64, 3.33], [-2.53, -1.86, 3.20], [-1.13, -0.30, 1.99], [-0.59, 3.13, 0.42], [-0.87, 2.25, 1.96], [1.59, 2.95, 0.82], [2.49, -0.56, 0.11], [4.71, -1.16, -0.71], [7.12, -0.52, -0.83], [7.57, 1.19, -0.92], [6.04, -0.34, -3.08], [7.74, 0.12, -3.15], [6.49, 1.36, -3.16], [5.91, 2.92, -0.51], [3.68, 3.54, 0.28], [-3.22, -0.55, -1.91], [-2.60, -2.09, -2.55], [-2.34, -1.65, -0.86], [-0.33, -2.41, -2.77], [2.32, 0.63, -2.94], [-4.56, 1.43, 0.14], [-5.99, -0.20, 1.33]], "gap_ev": 8.68, "relative_energy_kcal_mol": 3.62, "smiles": "CCOc1ccc(N(CC(=O)Nc2ccc(CC)cc2)S(=O)(=O)c2c(C)[nH]c(=O)[nH]c2=O)cc1"}

***

{"formula": "C23H26N7ORuS4", "method": "the ωB97M-V functional and the def2-TZVPD basis", "elements": ["Ru", "N", "C", "N", "C", "N", "C", "C", "N", "C", "C", "N", "H", "H", "H", "H", "H", "S", "S", "S", "S", "C", "C", "C", "C", "C", "C", "C", "H", "H", "H", "H", "H", "H", "H", "C", "C", "N", "C", "C", "C", "O", "C", "C", "C", "C", "N", "C", "H", "H", "H", "H", "H", "H", "H", "H", "H", "H", "H", "H", "H", "H"], "coordinates": [[-2.14, -0.06, -0.28], [0.12, 3.45, -2.20], [0.23, 2.32, -1.50], [-0.96, 1.77, -1.38], [-1.77, 2.63, -2.05], [-1.16, 3.67, -2.57], [-3.19, 2.32, -2.13], [-4.11, 3.09, -2.84], [-5.39, 2.76, -2.90], [-5.75, 1.66, -2.25], [-4.85, 0.88, -1.54], [-3.56, 1.22, -1.46], [0.84, 4.10, -2.47], [1.15, 1.94, -1.10], [-3.78, 3.97, -3.36], [-6.79, 1.37, -2.30], [-5.16, -0.02, -1.03], [-3.18, -1.70, -1.58], [-1.67, -2.95, -1.99], [-1.00, -3.52, -0.07], [-1.50, -1.87, 1.06], [-3.47, 0.36, 1.24], [-2.57, 1.49, 1.46], [-2.91, 2.82, 1.09], [-1.98, 3.82, 1.09], [-0.65, 3.55, 1.46], [-0.29, 2.28, 1.85], [-1.24, 1.25, 1.85], [-4.49, 0.64, 0.98], [-3.45, -0.42, 2.00], [-3.94, 3.03, 0.81], [-2.26, 4.83, 0.82], [0.08, 4.35, 1.47], [0.72, 2.07, 2.17], [-0.98, 0.29, 2.27], [5.27, -2.84, 2.93], [4.18, -1.78, 2.91], [3.29, -1.88, 1.76], [2.28, -2.95, 1.76], [2.65, -4.16, 0.91], [3.63, -1.18, 0.65], [4.65, -0.52, 0.57], [2.66, -1.16, -0.50], [3.13, -1.40, -1.78], [2.24, -1.31, -2.84], [0.93, -0.94, -2.58], [0.48, -0.68, -1.35], [1.33, -0.80, -0.34], [5.94, -2.68, 3.78], [5.87, -2.78, 2.02], [4.86, -3.85, 3.01], [4.62, -0.79, 2.89], [3.56, -1.86, 3.81], [1.31, -2.57, 1.44], [2.16, -3.25, 2.80], [2.71, -3.89, -0.15], [1.89, -4.93, 1.00], [3.61, -4.58, 1.21], [4.17, -1.65, -1.94], [2.55, -1.50, -3.86], [0.20, -0.86, -3.38], [0.92, -0.59, 0.64]], "gap_ev": [6.03, 6.05], "relative_energy_kcal_mol": 29.87, "s2": 0.77, "multiplicity": 2}

***

{"formula": "C23H27BClI2N10O2W", "method": "the ωB97M-V functional and the def2-TZVPD basis", "elements": ["W", "C", "C", "C", "C", "N", "N", "B", "N", "C", "C", "C", "C", "N", "N", "C", "C", "C", "C", "N", "N", "C", "C", "C", "C", "N", "H", "H", "H", "H", "H", "H", "H", "H", "H", "H", "H", "H", "H", "H", "H", "H", "H", "H", "H", "H", "I", "C", "I", "H", "H", "O", "N", "N", "O", "C", "C", "C", "C", "C", "C", "H", "H", "H", "H", "H", "Cl"], "coordinates": [[0.97, -0.11, 0.63], [-0.39, 0.59, 4.05], [-0.94, 1.26, 2.85], [-2.04, 2.11, 2.83], [-2.21, 2.50, 1.52], [-1.26, 1.93, 0.78], [-0.47, 1.16, 1.58], [-1.01, 2.08, -0.73], [0.48, 2.49, -0.87], [1.00, 3.50, -1.57], [2.33, 3.64, -1.22], [2.58, 2.65, -0.29], [3.88, 2.51, 0.44], [1.45, 1.92, -0.10], [-1.13, 0.70, -1.42], [-1.83, 0.33, -2.48], [-1.35, -0.88, -2.94], [-0.31, -1.22, -2.11], [0.49, -2.47, -2.25], [-0.16, -0.25, -1.15], [-1.94, 3.12, -1.27], [-1.91, 4.47, -1.07], [-3.14, 4.96, -1.37], [-3.92, 3.83, -1.74], [-5.35, 3.79, -2.15], [-3.20, 2.73, -1.66], [-1.16, 0.57, 4.82], [-0.08, -0.43, 3.86], [0.46, 1.14, 4.45], [-2.64, 2.39, 3.68], [-2.95, 3.15, 1.07], [0.39, 4.07, -2.25], [3.02, 4.38, -1.57], [4.12, 3.47, 0.89], [3.86, 1.75, 1.22], [4.68, 2.27, -0.26], [-2.63, 0.97, -2.83], [-1.71, -1.44, -3.79], [0.52, -2.74, -3.30], [1.51, -2.37, -1.90], [0.01, -3.30, -1.72], [-1.03, 4.97, -0.70], [-3.46, 5.99, -1.35], [-5.69, 4.77, -2.47], [-5.49, 3.09, -2.97], [-5.98, 3.47, -1.33], [3.54, -3.03, 2.89], [4.51, -2.08, 1.40], [3.40, -0.64, -0.66], [4.91, -2.67, 0.59], [4.91, -1.10, 1.61], [-0.50, -1.22, 1.56], [-0.55, -2.52, 1.53], [0.45, -2.99, 0.96], [1.37, -2.14, 0.53], [0.64, -4.40, 0.73], [-0.34, -5.28, 1.18], [-0.13, -6.63, 0.96], [1.01, -7.08, 0.31], [1.96, -6.17, -0.14], [1.78, -4.82, 0.07], [-1.22, -4.93, 1.68], [-0.88, -7.34, 1.30], [1.15, -8.14, 0.14], [2.84, -6.52, -0.66], [2.49, -4.09, -0.30], [2.35, 0.28, 2.47]], "gap_ev": [5.85, 5.84], "relative_energy_kcal_mol": 29.44, "charge": 2, "s2": 0.76, "multiplicity": 2}

***

{"formula": "C23H27Br54N2O3P2", "method": "the ωB97M-V functional and the def2-TZVPD basis", "elements": ["C", "C", "C", "C", "N", "N", "P", "P", "O", "O", "O", "C", "H", "H", "H", "H", "H", "H", "H", "H", "H", "C", "Br", "Br", "Br", "H", "C", "Br", "Br", "Br", "H", "C", "Br", "Br", "Br", "H", "C", "Br", "Br", "Br", "H", "C", "Br", "Br", "Br", "H", "C", "Br", "Br", "Br", "H", "C", "Br", "Br", "Br", "H", "C", "Br", "Br", "Br", "H", "C", "Br", "Br", "Br", "H", "C", "Br", "Br", "Br", "H", "C", "Br", "Br", "Br", "H", "C", "Br", "Br", "Br", "H", "C", "Br", "Br", "Br", "H", "C", "Br", "Br", "Br", "H", "C", "Br", "Br", "Br", "H", "C", "Br", "Br", "Br", "H", "C", "Br", "Br", "Br", "H", "C", "Br", "Br", "Br", "H"], "coordinates": [[1.02, -4.50, -0.43], [0.91, -3.00, -0.07], [1.91, -2.27, 0.74], [1.63, -0.83, 0.99], [0.60, -0.05, 0.60], [-0.22, -0.77, -0.16], [-1.62, 0.18, -0.81], [-3.44, -0.97, -0.33], [-3.55, -2.19, -1.22], [-3.46, -1.41, 1.27], [-4.71, 0.07, -0.68], [-0.17, -2.10, -0.52], [0.30, -5.11, 0.20], [2.05, -4.91, -0.45], [0.62, -4.61, -1.49], [2.81, -2.75, 1.18], [2.40, -0.29, 1.61], [-1.71, 1.43, -0.10], [-3.48, -2.39, 1.25], [-5.00, -0.27, -1.56], [-1.00, -2.53, -1.14], [-4.56, 0.87, 4.47], [-4.77, -1.05, 4.63], [-3.79, 1.65, 6.07], [-3.54, 1.34, 2.89], [-5.55, 1.29, 4.35], [0.15, 1.01, 6.94], [-0.49, 2.69, 7.66], [0.60, 1.16, 5.06], [1.62, 0.30, 7.97], [-0.67, 0.30, 7.01], [-2.59, 5.02, 3.46], [-1.10, 3.88, 3.94], [-3.40, 5.85, 5.01], [-2.09, 6.32, 2.11], [-3.35, 4.37, 3.01], [-1.39, 9.11, -1.30], [-2.97, 9.77, -0.40], [0.06, 8.80, -0.06], [-1.77, 7.54, -2.36], [-1.06, 9.88, -1.98], [2.78, 9.31, -2.48], [3.35, 10.86, -1.48], [1.41, 9.75, -3.77], [4.28, 8.40, -3.30], [2.34, 8.62, -1.77], [4.99, 4.38, -2.58], [6.68, 5.27, -2.33], [3.67, 4.98, -1.30], [4.34, 4.53, -4.40], [5.15, 3.32, -2.39], [-5.75, 6.76, 0.25], [-6.28, 5.56, -1.17], [-6.71, 8.44, 0.18], [-5.91, 5.93, 1.99], [-4.70, 6.99, 0.11], [-6.78, 0.91, 8.79], [-7.67, 2.35, 7.85], [-6.47, 1.35, 10.65], [-7.72, -0.76, 8.59], [-5.80, 0.79, 8.32], [1.62, -1.18, -4.03], [0.16, -1.38, -5.29], [2.89, 0.16, -4.61], [0.96, -0.82, -2.23], [2.15, -2.13, -4.02], [-1.31, -3.83, 5.68], [-0.84, -2.00, 5.26], [-1.63, -4.09, 7.57], [-2.81, -4.42, 4.61], [-0.46, -4.45, 5.42], [-1.63, -7.85, 3.26], [-0.67, -7.67, 1.59], [-2.73, -9.44, 3.28], [-0.43, -7.78, 4.78], [-2.30, -7.00, 3.34], [-6.04, -2.35, -4.27], [-4.50, -2.80, -5.35], [-5.98, -0.51, -3.68], [-7.70, -2.76, -5.18], [-6.00, -2.98, -3.39], [3.29, -5.24, -5.23], [5.04, -4.71, -5.87], [3.12, -7.16, -5.12], [2.85, -4.38, -3.55], [2.57, -4.89, -5.97], [0.19, -6.86, 10.21], [-0.41, -5.19, 10.99], [0.66, -6.64, 8.34], [1.63, -7.65, 11.22], [-0.65, -7.54, 10.24], [0.89, -5.28, -9.07], [2.54, -6.28, -9.13], [-0.63, -6.42, -8.72], [0.99, -3.81, -7.80], [0.74, -4.84, -10.05], [4.29, -10.19, -9.91], [2.84, -10.41, -11.18], [5.54, -8.82, -10.47], [3.62, -9.85, -8.12], [4.83, -11.13, -9.88], [9.87, 4.85, -5.60], [8.77, 6.07, -6.63], [10.28, 5.55, -3.85], [9.08, 3.08, -5.50], [10.82, 4.74, -6.13], [4.80, 7.93, 1.27], [6.40, 6.97, 1.78], [3.20, 7.11, 1.99], [4.91, 9.81, 1.72], [4.72, 7.87, 0.19]], "gap_ev": 6.60, "charge": 1}

***

{"formula": "C23H27Cl3F3N7O5S2V", "method": "the ωB97M-V functional and the def2-TZVPD basis", "elements": ["V", "C", "N", "C", "C", "N", "N", "C", "N", "N", "H", "H", "H", "H", "H", "H", "H", "H", "H", "H", "H", "Cl", "C", "C", "C", "C", "C", "C", "N", "C", "C", "N", "C", "O", "C", "C", "C", "Cl", "S", "C", "C", "C", "Cl", "C", "H", "H", "H", "H", "H", "H", "H", "H", "H", "H", "H", "H", "H", "C", "C", "O", "H", "H", "H", "F", "C", "F", "F", "S", "O", "O", "O"], "coordinates": [[0.72, -1.35, 1.96], [-4.10, -1.86, 4.73], [-2.65, -1.84, 4.76], [-1.98, -1.78, 6.04], [-1.89, -1.75, 3.62], [-0.65, -1.43, 3.60], [-2.60, -2.03, 2.45], [-2.12, -2.14, 1.16], [-3.16, -2.27, 0.26], [-0.88, -2.20, 0.86], [-4.51, -2.85, 4.51], [-4.49, -1.14, 4.01], [-4.47, -1.56, 5.70], [-2.65, -2.17, 6.80], [-1.70, -0.76, 6.32], [-1.08, -2.40, 6.03], [-0.30, -1.17, 4.51], [-3.53, -2.38, 2.57], [-3.94, -1.64, 0.41], [-2.89, -2.33, -0.71], [-0.75, -2.19, -0.14], [-3.19, -2.08, -3.45], [-1.75, -1.09, -3.47], [-1.58, -0.14, -2.48], [-0.41, 0.61, -2.49], [0.57, 0.44, -3.46], [1.85, 1.24, -3.31], [3.04, 0.37, -2.90], [2.66, -0.53, -1.83], [2.44, -1.88, -1.96], [1.86, -2.28, -0.79], [1.70, -1.19, 0.04], [2.19, -0.16, -0.62], [2.24, 1.95, -4.46], [1.39, 3.06, -4.76], [1.43, 4.11, -3.69], [2.42, 5.04, -3.56], [3.75, 5.26, -4.61], [2.22, 6.03, -2.18], [0.80, 5.20, -1.73], [0.49, 4.22, -2.61], [0.34, -0.52, -4.45], [1.51, -0.83, -5.69], [-0.81, -1.29, -4.46], [-2.31, 0.02, -1.70], [-0.26, 1.34, -1.71], [1.67, 1.94, -2.49], [3.86, 1.02, -2.58], [3.39, -0.22, -3.75], [2.72, -2.42, -2.84], [1.58, -3.26, -0.45], [2.21, 0.86, -0.26], [0.36, 2.71, -4.90], [1.76, 3.45, -5.70], [0.27, 5.46, -0.83], [-0.37, 3.57, -2.51], [-0.96, -2.03, -5.23], [3.51, -2.31, 3.54], [2.23, -2.11, 2.79], [1.63, -3.13, 2.27], [3.31, -2.86, 4.46], [3.98, -1.36, 3.79], [4.20, -2.91, 2.94], [-2.09, 1.49, 3.23], [-1.50, 2.40, 2.44], [-2.46, 3.15, 1.89], [-0.74, 3.17, 3.20], [-0.52, 1.56, 1.13], [0.43, 0.77, 1.92], [0.08, 2.63, 0.37], [-1.51, 0.76, 0.45]], "gap_ev": [6.39, 4.87], "relative_energy_kcal_mol": 1.40, "s2": 0.96, "multiplicity": 2}

***

{"formula": "C23H27ClCoN2O5S4Si", "method": "the ωB97M-V functional and the def2-TZVPD basis", "elements": ["Co", "O", "C", "S", "C", "C", "S", "S", "S", "Cl", "C", "C", "C", "C", "O", "C", "C", "O", "C", "H", "H", "H", "H", "C", "Si", "C", "C", "O", "H", "H", "H", "H", "H", "H", "H", "H", "H", "C", "C", "N", "C", "C", "C", "O", "C", "C", "C", "C", "N", "C", "H", "H", "H", "H", "H", "H", "H", "H", "H", "H", "H", "H", "H", "H"], "coordinates": [[-1.45, 0.10, 0.95], [-4.26, 6.38, 0.59], [-3.74, 5.29, 0.67], [-2.58, 4.66, -0.49], [-2.26, 3.11, 0.29], [-2.94, 2.86, 1.43], [-2.84, 1.44, 2.43], [-4.05, 4.13, 1.95], [-1.08, 2.08, -0.47], [-7.38, -4.09, 2.81], [-5.80, -3.37, 2.50], [-4.71, -3.72, 3.31], [-3.48, -3.17, 3.09], [-3.24, -2.21, 2.05], [-2.08, -1.74, 1.88], [-4.38, -1.88, 1.24], [-4.29, -1.00, 0.10], [-3.32, -0.38, -0.30], [-5.63, -2.47, 1.49], [-4.86, -4.43, 4.12], [-2.64, -3.43, 3.72], [-5.24, -0.90, -0.47], [-6.47, -2.20, 0.85], [3.09, 0.53, 1.15], [1.75, 0.03, 2.41], [1.80, 1.33, 3.77], [2.38, -1.59, 3.18], [0.34, -0.15, 1.74], [4.09, 0.59, 1.59], [2.85, 1.51, 0.73], [3.12, -0.19, 0.33], [2.80, 1.45, 4.20], [1.11, 1.06, 4.57], [1.48, 2.29, 3.37], [3.35, -1.46, 3.67], [2.49, -2.36, 2.41], [1.66, -1.95, 3.92], [2.91, 2.64, -2.07], [1.80, 1.65, -2.40], [2.13, 0.72, -3.48], [2.59, 1.28, -4.74], [4.11, 1.26, -4.91], [2.03, -0.63, -3.42], [2.45, -1.35, -4.33], [1.36, -1.26, -2.23], [1.95, -2.38, -1.66], [1.35, -2.96, -0.55], [0.19, -2.39, -0.05], [-0.40, -1.34, -0.62], [0.17, -0.80, -1.69], [2.57, 3.26, -1.25], [3.15, 3.30, -2.91], [3.82, 2.12, -1.76], [0.88, 2.19, -2.64], [1.58, 1.08, -1.50], [2.21, 2.30, -4.80], [2.14, 0.70, -5.55], [4.61, 1.83, -4.13], [4.38, 1.68, -5.88], [4.46, 0.23, -4.86], [2.86, -2.77, -2.08], [1.79, -3.82, -0.06], [-0.29, -2.74, 0.86], [-0.36, 0.06, -2.11]], "gap_ev": [5.09, 5.14], "relative_energy_kcal_mol": 0.00, "charge": -2, "s2": 3.76, "multiplicity": 4}

***

{"formula": "C23H27ClN4O", "method": "the ωB97M-V functional and the def2-TZVPD basis", "elements": ["C", "C", "C", "C", "N", "C", "O", "C", "C", "C", "C", "C", "N", "C", "C", "N", "C", "N", "C", "C", "C", "C", "C", "C", "C", "C", "Cl", "C", "C", "H", "H", "H", "H", "H", "H", "H", "H", "H", "H", "H", "H", "H", "H", "H", "H", "H", "H", "H", "H", "H", "H", "H", "H", "H", "H", "H"], "coordinates": [[3.58, -2.42, -3.26], [3.16, -1.24, -2.83], [4.04, -0.27, -2.11], [1.74, -0.79, -3.07], [1.05, -0.39, -1.85], [0.71, -1.31, -0.92], [0.82, -2.51, -1.09], [0.12, -0.81, 0.41], [0.81, 0.30, 1.19], [1.09, 0.08, 2.50], [1.60, 1.10, 3.36], [1.81, 2.34, 2.88], [1.54, 2.58, 1.55], [1.68, 3.75, 0.83], [1.32, 3.42, -0.45], [0.95, 2.12, -0.54], [1.08, 1.61, 0.68], [-1.34, -0.63, 0.31], [-2.06, -1.07, 1.50], [-2.14, -2.59, 1.63], [-2.76, -3.22, 0.40], [-2.92, -2.94, 2.90], [-1.78, 0.62, -0.23], [-2.08, 1.70, 0.60], [-2.44, 2.93, 0.05], [-2.50, 3.06, -1.32], [-2.93, 4.60, -2.01], [-2.25, 1.99, -2.16], [-1.89, 0.77, -1.60], [2.91, -3.12, -3.75], [4.61, -2.74, -3.12], [3.66, -0.07, -1.11], [5.06, -0.65, -2.02], [4.07, 0.69, -2.64], [1.73, 0.08, -3.73], [1.17, -1.59, -3.55], [0.97, 0.59, -1.62], [0.25, -1.70, 1.02], [0.91, -0.90, 2.92], [1.81, 0.89, 4.40], [2.17, 3.17, 3.46], [2.03, 4.66, 1.28], [1.29, 4.07, -1.30], [-1.63, -0.64, 2.42], [-3.08, -0.69, 1.42], [-1.12, -3.00, 1.74], [-3.77, -2.82, 0.24], [-2.17, -3.02, -0.49], [-2.85, -4.30, 0.52], [-3.95, -2.58, 2.83], [-2.95, -4.02, 3.05], [-2.47, -2.49, 3.79], [-2.01, 1.60, 1.67], [-2.66, 3.77, 0.69], [-2.33, 2.10, -3.23], [-1.70, -0.09, -2.24]], "gap_ev": 8.62, "relative_energy_kcal_mol": 14.50, "smiles": "C=C(C)CNC(=O)[C@@H](c1cccn2ccnc12)N(CC(C)C)c1ccc(Cl)cc1"}

***

The records above give, respectively, max |F| values of 0.020; 0.010; 0.022; 0.093; 0.013; 0.002; 0.003 Eh/bohr.